# 1
Molecular formula: C22H44F3N4
Method: DFT, the ωB97M-V functional and the def2-TZVPD basis

```
73
Properties=species:S:1:pos:R:3:lowdin_charge:R:1
C 0.111 0.937 2.199 -0.0855
C 0.431 2.075 1.234 -0.2066
C -0.771 2.510 0.389 -0.0932
N -1.911 2.824 1.286 -0.0843
C -3.002 2.067 1.264 0.0628
C -4.056 2.327 2.146 -0.1332
C -5.303 1.480 2.184 -0.0948
C -5.030 -0.012 1.904 -0.0585
C -5.912 -0.885 2.763 -0.6651
F -5.515 -0.866 4.037 0.1560
F -7.181 -0.485 2.727 0.1609
F -5.870 -2.154 2.343 0.1559
C -3.887 3.407 2.995 0.0670
C -2.696 4.133 2.922 -0.0300
N -1.718 3.849 2.085 0.1703
H -0.736 1.152 2.851 0.0688
H -0.125 0.027 1.647 0.0599
H 0.956 0.747 2.849 0.0836
H 1.225 1.761 0.564 0.0919
H 0.765 2.939 1.804 0.1113
H -0.548 3.401 -0.184 0.1286
H -1.057 1.678 -0.246 0.1315
H -3.050 1.253 0.562 0.1547
H -6.054 1.880 1.510 0.1436
H -5.695 1.565 3.194 0.1265
H -4.010 -0.286 2.154 0.1315
H -5.260 -0.267 0.874 0.1395
H -4.655 3.679 3.700 0.1384
H -2.540 4.973 3.580 0.1331
C 2.629 0.138 -1.791 -0.0900
C 2.248 0.483 -3.224 -0.2598
N 1.201 1.488 -3.291 -0.2009
C 0.612 1.634 -4.613 -0.2489
C 1.506 2.143 -5.748 -0.0793
C 1.471 2.714 -2.569 -0.2645
C 2.718 3.531 -2.927 -0.0686
H 1.747 -0.132 -1.206 0.0571
H 3.311 -0.712 -1.784 0.0786
H 3.138 0.965 -1.292 0.0705
H 1.868 -0.420 -3.707 0.1207
H 3.156 0.770 -3.773 0.1086
H -0.262 2.287 -4.528 0.1094
H 0.216 0.656 -4.901 0.1105
H 1.720 3.207 -5.656 0.0578
H 0.998 2.001 -6.703 0.0744
H 2.451 1.604 -5.798 0.0693
H 1.529 2.455 -1.505 0.0695
H 0.590 3.358 -2.655 0.1109
H 3.603 2.904 -3.027 0.0719
H 2.922 4.256 -2.136 0.0746
H 2.589 4.092 -3.851 0.0603
C 1.720 -5.487 -1.000 -0.0854
C 1.939 -4.078 -0.470 -0.2731
N 1.106 -3.766 0.678 -0.1979
C 1.077 -2.356 0.999 -0.2679
C 2.378 -1.682 1.453 -0.0796
C 1.220 -4.678 1.805 -0.2430
C 2.607 -4.885 2.426 -0.0776
H 0.664 -5.667 -1.202 0.0812
H 2.272 -5.620 -1.931 0.0753
H 2.073 -6.247 -0.302 0.0672
H 1.682 -3.372 -1.266 0.1125
H 3.012 -3.938 -0.265 0.1043
H 0.310 -2.194 1.765 0.1017
H 0.715 -1.829 0.107 0.0949
H 2.651 -1.960 2.470 0.0637
H 2.248 -0.596 1.444 0.0426
H 3.214 -1.912 0.792 0.0696
H 0.840 -5.652 1.488 0.1035
H 0.524 -4.346 2.580 0.1134
H 3.374 -5.053 1.669 0.0683
H 2.590 -5.766 3.069 0.0751
H 2.915 -4.043 3.044 0.0547
```

HOMO energy: -0.3684 hartree
molar mass: 421.62 g mol⁻¹
energy relative to the best compared isomer or geometry (same formula, charge and spin): 0.0 kcal/mol
net charge: +1
LUMO: -4.7 eV
orbital gap: 5.28 eV

=====

# 2
Molecular formula: C22H44F4N3O7
Method: DFT, the ωB97M-V functional and the def2-TZVPD basis

```
80
Properties=species:S:1:pos:R:3:lowdin_charge:R:1
C 0.611 -5.103 -0.858 -0.1123
C 0.854 -3.546 -1.227 -0.2798
C 1.721 -3.366 -2.549 -0.1945
C 2.216 -1.843 -2.780 -0.1854
C 1.241 -1.090 -3.797 -0.2073
C 1.085 0.469 -3.527 -0.1714
C 0.361 0.824 -2.141 -0.1505
N -0.326 -0.404 -1.619 0.0702
C -1.590 -0.098 -1.038 -0.1903
N -2.789 0.226 -1.761 0.2045
C -2.991 -0.617 -2.945 -0.3623
F -4.187 -0.157 -3.543 0.0814
F -2.008 -0.447 -3.930 0.1029
C -3.218 -2.167 -2.658 -0.1733
F -2.170 -2.973 -3.168 0.0329
F -3.485 -2.469 -1.313 0.0423
N -1.705 -0.065 0.299 0.0567
O -0.673 -0.340 1.145 0.0417
H 0.467 -5.213 0.273 0.0730
H -0.356 -5.438 -1.342 0.0713
H 1.516 -5.691 -1.224 0.0787
H 1.360 -2.991 -0.364 0.1012
H -0.196 -3.103 -1.360 0.0755
H 1.064 -3.673 -3.434 0.1206
H 2.669 -4.003 -2.492 0.1168
H 3.273 -1.913 -3.208 0.0863
H 2.258 -1.271 -1.796 0.0999
H 1.709 -1.187 -4.838 0.1250
H 0.225 -1.609 -3.884 0.0921
H 2.062 1.052 -3.618 0.1222
H 0.414 0.876 -4.362 0.1114
H 1.084 1.300 -1.399 0.1325
H -0.463 1.607 -2.295 0.1328
H 0.278 -0.980 -1.027 0.0971
H -3.601 0.140 -1.119 0.1390
H -4.142 -2.494 -3.247 0.1870
H -2.592 0.187 0.775 0.1642
H -0.834 -1.235 1.530 0.1556
O -4.651 1.577 0.370 0.0559
C -4.404 2.520 1.100 -0.5074
O -4.752 3.751 0.734 0.0245
C -4.679 4.901 1.596 -0.2042
C -3.292 5.511 1.575 -0.0574
C -3.630 2.328 2.375 0.0033
H -5.015 4.656 2.606 0.1215
H -5.394 5.624 1.199 0.1292
H -2.541 4.814 1.950 0.0683
H -3.261 6.414 2.186 0.0893
H -3.005 5.767 0.552 0.0856
H -2.561 2.317 2.147 0.0972
H -3.915 1.370 2.813 0.0897
H -3.836 3.080 3.130 0.0443
O 4.852 -1.420 -4.735 0.0811
C 6.000 -1.457 -4.358 -0.5189
O 6.346 -2.262 -3.342 -0.0012
C 7.700 -2.521 -2.941 -0.2256
C 8.202 -1.453 -1.991 -0.0650
C 7.034 -0.543 -4.955 0.0134
H 8.349 -2.648 -3.810 0.1166
H 7.686 -3.482 -2.424 0.1242
H 8.219 -0.469 -2.464 0.0680
H 9.211 -1.688 -1.647 0.0852
H 7.544 -1.376 -1.123 0.0835
H 6.977 0.430 -4.465 0.0992
H 6.818 -0.423 -6.017 0.0958
H 8.050 -0.927 -4.891 0.0724
O -4.045 3.145 5.221 0.0748
C -3.579 2.441 6.087 -0.5114
O -3.048 2.993 7.185 0.0133
C -2.641 2.254 8.347 -0.2205
C -1.232 1.720 8.189 -0.0636
C -3.505 0.949 5.909 0.0094
H -3.363 1.470 8.585 0.1167
H -2.666 2.959 9.180 0.1276
H -1.158 1.019 7.355 0.0652
H -0.910 1.209 9.098 0.0863
H -0.537 2.537 7.979 0.0866
H -2.616 0.702 5.326 0.0929
H -4.394 0.622 5.366 0.0926
H -3.497 0.394 6.844 0.0737
```

HOMO energy: -0.4405 hartree
molar mass: 538.60 g mol⁻¹
net charge: +1
LUMO: -3.3 eV
orbital gap: 8.69 eV

=====

# 3
Molecular formula: C22H44N3O5
Method: DFT, the ωB97M-V functional and the def2-TZVPD basis

```
74
Properties=species:S:1:pos:R:3:mulliken_spin:R:1
C 2.807 -3.027 1.452 0.0017
C 1.772 -2.376 0.549 -0.0014
O 0.770 -1.824 1.395 0.0003
N -0.250 -1.239 0.574 -0.0001
C -1.485 -2.039 0.684 0.0006
C -1.223 -3.575 0.519 -0.0002
O -1.357 -4.262 1.551 0.0001
O -0.856 -3.915 -0.619 -0.0001
H 2.289 -3.493 2.294 0.0001
H 3.497 -2.277 1.847 -0.0005
H 3.363 -3.795 0.913 0.0002
H 2.222 -1.570 -0.048 0.0010
H 1.315 -3.095 -0.136 0.0001
H -0.409 -0.356 1.049 -0.0001
H -2.117 -1.726 -0.153 0.0045
H -1.997 -1.858 1.637 0.0006
C 7.868 1.871 2.468 0.0231
C 7.072 1.085 1.414 -0.0015
C 7.019 1.840 0.081 0.0313
C 6.107 3.065 0.109 -0.0208
C 4.706 2.697 0.594 0.0317
C 4.701 1.976 1.945 0.0077
N 5.663 0.824 1.858 0.3944
O 5.144 -0.206 1.317 0.5387
C 5.056 2.936 3.084 0.0175
C 3.318 1.403 2.235 -0.0235
C 7.753 -0.265 1.222 0.0032
H 8.920 1.590 2.404 0.0007
H 7.816 2.949 2.330 0.0009
H 7.523 1.636 3.475 -0.0134
H 6.661 1.150 -0.689 0.0033
H 8.040 2.124 -0.191 -0.0003
H 6.536 3.852 0.735 -0.0016
H 6.041 3.483 -0.898 0.0015
H 4.082 3.590 0.681 0.0003
H 4.231 2.046 -0.145 0.0035
H 5.192 2.388 4.017 -0.0085
H 4.225 3.630 3.219 0.0005
H 5.946 3.531 2.900 0.0010
H 2.957 0.771 1.428 0.0090
H 2.620 2.232 2.367 -0.0006
H 3.327 0.807 3.148 0.0003
H 7.748 -0.836 2.152 -0.0032
H 8.789 -0.090 0.924 0.0006
H 7.261 -0.858 0.458 0.0023
C -7.272 1.093 -3.169 0.0203
C -5.908 0.395 -3.035 0.0005
C -5.932 -0.994 -3.682 0.0323
C -6.741 -2.019 -2.890 -0.0202
C -6.262 -2.094 -1.442 0.0298
C -6.245 -0.735 -0.734 -0.0139
N -5.498 0.238 -1.599 0.4237
O -4.235 0.202 -1.433 0.5177
C -7.666 -0.246 -0.433 0.0270
C -5.500 -0.859 0.588 -0.0206
C -4.866 1.271 -3.720 0.0006
H -7.294 1.656 -4.103 0.0014
H -8.109 0.398 -3.195 0.0008
H -7.434 1.797 -2.353 -0.0131
H -4.902 -1.350 -3.774 0.0020
H -6.330 -0.891 -4.696 0.0008
H -7.809 -1.786 -2.933 -0.0012
H -6.626 -3.000 -3.355 0.0013
H -6.891 -2.774 -0.861 0.0013
H -5.249 -2.504 -1.422 0.0032
H -7.647 0.778 -0.058 -0.0116
H -8.088 -0.883 0.345 0.0010
H -8.338 -0.290 -1.285 0.0008
H -4.516 -1.301 0.459 0.0122
H -6.078 -1.494 1.262 -0.0001
H -5.371 0.117 1.058 -0.0023
H -4.802 2.246 -3.235 -0.0027
H -5.167 1.417 -4.760 0.0003
H -3.881 0.815 -3.699 0.0035
```

HOMO energy (alpha / beta): -0.1455 / -0.1455 hartree
molar mass: 430.61 g mol⁻¹
net charge: -1
LUMO (alpha / beta): 2.3 / 2.3 eV
spin multiplicity: 3
orbital gap (alpha / beta): 6.22 / 6.22 eV

=====

# 4
Molecular formula: C22H44N3OP2Tb
Method: DFT, the ωB97M-V functional and the def2-TZVPD basis

```
73
Properties=species:S:1:pos:R:3:mulliken_spin:R:1
Tb -0.348 -0.026 0.300 5.9945
P -0.373 -2.002 -1.725 0.0022
P -0.206 2.780 0.446 0.0019
N 0.945 0.757 -1.591 0.0070
C 1.186 -1.611 -2.611 -0.0117
H 1.913 -2.415 -2.401 0.0000
H 0.983 -1.639 -3.691 0.0003
C 1.834 -0.246 -2.273 0.0116
H 2.689 -0.386 -1.584 -0.0013
H 2.283 0.170 -3.204 -0.0004
C 1.503 2.152 -1.717 -0.0035
H 0.944 2.694 -2.499 0.0006
H 2.554 2.053 -2.032 -0.0005
C 1.426 2.959 -0.404 0.0047
H 1.575 4.037 -0.593 -0.0003
H 2.226 2.621 0.279 0.0007
C -0.009 3.401 2.183 -0.0037
C 0.336 2.215 3.105 0.0061
H 1.304 1.760 2.845 0.0002
H -0.465 1.446 3.072 0.0020
H 0.386 2.581 4.143 -0.0003
C -1.175 4.002 -0.560 -0.0044
C -2.655 3.772 -0.231 -0.0012
H -3.252 4.051 -1.110 0.0002
H -2.962 4.414 0.608 0.0002
H -2.869 2.725 0.011 -0.0003
C -1.671 -2.326 -3.018 -0.0027
C -2.921 -2.910 -2.360 -0.0016
H -3.735 -2.922 -3.100 0.0001
H -3.260 -2.329 -1.498 -0.0005
H -2.750 -3.951 -2.049 0.0001
C -0.070 -3.535 -0.698 0.0063
C -1.210 -3.674 0.327 -0.0007
H -0.803 -4.144 1.234 -0.0001
H -2.009 -4.316 -0.083 -0.0004
H -1.670 -2.709 0.625 0.0039
C -2.754 -0.016 0.732 -0.0119
C -0.800 5.488 -0.394 -0.0011
H 0.019 5.663 0.314 -0.0001
H -0.504 5.915 -1.361 -0.0001
H -1.679 6.058 -0.057 -0.0002
C -1.272 -3.239 -4.191 -0.0021
H -2.128 -3.898 -4.431 -0.0001
H -1.033 -2.657 -5.090 -0.0002
H -0.415 -3.873 -3.956 0.0002
C 0.188 -4.847 -1.444 -0.0005
H 0.384 -5.616 -0.678 0.0002
H -0.686 -5.190 -2.014 -0.0003
H 1.062 -4.812 -2.109 0.0000
C -1.198 4.214 2.722 -0.0011
H -2.145 3.677 2.643 0.0003
H -1.046 4.391 3.795 -0.0001
H -1.325 5.198 2.253 0.0000
H 0.859 4.076 2.100 -0.0006
H 0.865 -3.269 -0.172 0.0033
H -0.964 3.724 -1.604 0.0000
H -1.869 -1.313 -3.403 -0.0012
O -3.881 -0.021 1.001 -0.0050
H -0.034 0.770 -2.006 0.0040
H -1.820 0.524 -0.970 -0.0213
N 3.620 -2.336 4.620 -0.0001
C 2.875 -1.793 3.632 -0.0003
C 3.495 -1.075 2.574 0.0002
C 2.722 -0.610 1.535 0.0046
N 1.360 -0.750 1.557 0.0145
C 0.745 -1.467 2.557 0.0035
C 1.483 -1.988 3.607 0.0010
H 4.620 -2.217 4.658 0.0000
H 3.200 -2.866 5.362 0.0000
H 4.578 -0.929 2.568 0.0001
H 3.154 -0.132 0.643 -0.0020
H -0.343 -1.647 2.472 0.0074
H 0.995 -2.585 4.386 -0.0004
```

HOMO energy (alpha / beta): -0.5144 / -0.5158 hartree
molar mass: 587.49 g mol⁻¹
energy relative to the best compared isomer or geometry (same formula, charge and spin): 11.8 kcal/mol
net charge: +2
LUMO (alpha / beta): -6.3 / -6.0 eV
spin multiplicity: 7
orbital gap (alpha / beta): 7.73 / 8.00 eV

=====

# 5
Molecular formula: C22H44O44S11
Method: DFT, the ωB97M-V functional and the def2-TZVPD basis

```
121
Properties=species:S:1:pos:R:3:lowdin_charge:R:1
C 18.396 15.237 9.563 -0.1885
C 19.551 16.004 10.119 -0.1597
O 18.980 16.687 11.265 -0.1962
S 17.374 17.102 10.893 0.7071
O 17.340 18.390 10.200 -0.2350
O 16.616 16.875 12.117 -0.2323
O 17.194 15.876 9.892 -0.2204
H 18.420 14.261 10.047 0.1339
H 18.414 15.117 8.480 0.1454
H 19.895 16.806 9.465 0.1298
H 20.397 15.376 10.397 0.1394
C 21.769 10.419 12.624 -0.1655
C 21.776 10.440 14.239 -0.0770
O 20.374 10.732 14.529 -0.2391
S 19.349 10.487 13.276 0.7116
O 18.340 11.520 13.478 -0.2302
O 18.964 9.088 13.023 -0.2477
O 20.524 10.849 12.233 -0.2257
H 21.753 9.385 12.278 0.1222
H 22.390 11.037 11.976 0.1387
H 22.460 11.232 14.545 0.1241
H 22.121 9.539 14.746 0.1257
C 17.999 13.591 16.120 -0.1604
C 18.565 12.265 16.588 -0.2171
O 18.318 12.260 17.959 -0.1912
S 16.800 12.639 18.247 0.7507
O 16.653 13.228 19.578 -0.2243
O 16.006 11.497 17.778 -0.2441
O 16.913 13.835 17.023 -0.2096
H 17.632 13.441 15.105 0.0925
H 18.658 14.458 16.094 0.1376
H 19.614 12.359 16.307 0.1309
H 18.181 11.314 16.218 0.0955
C 15.304 9.435 10.048 -0.1496
C 16.866 9.545 10.245 -0.1759
O 17.031 10.866 9.907 -0.2507
S 16.136 11.381 8.583 0.8112
O 17.063 11.372 7.397 -0.2569
O 15.301 12.550 8.890 -0.2503
O 15.227 10.008 8.786 -0.1992
H 14.841 10.055 10.815 0.1202
H 14.952 8.424 10.256 0.1435
H 17.513 8.983 9.572 0.1354
H 17.297 9.474 11.244 0.1091
C 16.985 8.615 16.176 -0.1617
C 17.684 7.229 16.061 -0.1894
O 18.624 7.139 17.058 -0.1907
S 19.052 8.579 17.726 0.7331
O 20.183 9.174 17.046 -0.2421
O 19.089 8.522 19.183 -0.2223
O 17.616 9.238 17.259 -0.2197
H 15.937 8.373 16.351 0.1380
H 17.109 9.213 15.273 0.1014
H 18.254 7.262 15.132 0.1155
H 17.022 6.366 16.145 0.1369
C 11.638 18.066 12.830 -0.1194
C 12.987 17.380 12.409 -0.1685
O 13.228 16.212 13.208 -0.2027
S 11.857 15.805 14.059 0.7837
O 12.142 15.332 15.455 -0.2499
O 11.033 14.911 13.243 -0.2438
O 11.384 17.394 14.072 -0.2065
H 10.877 17.805 12.095 0.1301
H 11.888 19.099 13.073 0.1381
H 13.786 18.115 12.502 0.1226
H 13.024 17.175 11.339 0.0975
C 9.625 13.109 11.447 -0.1998
C 8.924 12.416 10.329 -0.1954
O 9.573 11.225 10.100 -0.1695
S 11.092 11.171 10.644 0.7091
O 12.030 11.437 9.571 -0.2380
O 11.230 9.933 11.401 -0.2434
O 10.829 12.444 11.677 -0.2156
H 9.080 13.076 12.391 0.1321
H 9.957 14.086 11.096 0.1083
H 8.995 12.968 9.392 0.1311
H 7.849 12.325 10.490 0.1422
C 14.298 15.385 7.941 -0.2050
C 14.174 16.845 8.467 -0.2188
O 12.858 17.052 8.747 -0.1807
S 11.968 15.622 8.605 0.7625
O 10.622 15.863 8.027 -0.2399
O 11.975 14.979 9.894 -0.2331
O 13.031 14.997 7.541 -0.1560
H 14.602 14.791 8.803 0.0910
H 15.061 15.274 7.171 0.1468
H 14.572 17.533 7.722 0.1378
H 14.811 16.873 9.351 0.1013
C 13.747 15.014 18.901 -0.1389
C 12.249 14.925 19.092 -0.1180
O 11.894 15.993 20.060 -0.2121
S 13.160 17.006 20.319 0.6824
O 13.903 16.617 21.513 -0.2597
O 12.819 18.417 20.128 -0.2547
O 13.992 16.464 19.055 -0.2147
H 14.107 14.667 17.933 0.1228
H 14.300 14.502 19.689 0.1125
H 12.124 13.981 19.623 0.1366
H 11.733 15.135 18.155 0.1154
C 11.134 11.565 16.248 -0.1550
C 10.819 12.047 14.823 -0.1996
O 9.444 12.328 14.840 -0.2176
S 8.909 12.823 16.329 0.7384
O 7.487 12.693 16.543 -0.2143
O 9.499 14.109 16.614 -0.2403
O 9.883 11.611 16.929 -0.2089
H 11.838 12.210 16.774 0.1101
H 11.563 10.563 16.232 0.1346
H 11.029 11.397 13.975 0.1205
H 11.396 12.944 14.597 0.0802
C 15.574 13.514 12.205 -0.1169
C 14.105 12.933 11.939 -0.1932
O 13.903 12.117 13.025 -0.2009
S 14.874 12.469 14.389 0.8005
O 15.788 11.353 14.654 -0.2572
O 14.085 12.933 15.595 -0.2623
O 15.637 13.714 13.628 -0.2002
H 15.954 14.369 11.645 0.1066
H 16.265 12.717 11.931 0.1019
H 13.964 12.309 11.057 0.0944
H 13.364 13.730 11.870 0.1027
```

HOMO energy: -0.3817 hartree
molar mass: 1365.29 g mol⁻¹
energy relative to the best compared isomer or geometry (same formula, charge and spin): 159.6 kcal/mol
LUMO: -0.6 eV
orbital gap: 9.83 eV

=====

Q: Number 1 is which compound?
A: C22H44F3N4

=====

Q: The lowest molar mass belongs to which entry?
A: C22H44F3N4

=====

Q: Among the records above, which one has the lowest molar mass?
A: C22H44F3N4

=====

Q: Which value of molar mass does entry 1 give?
A: 421.62 g mol⁻¹